Molecular formula: C2H4NPS
Method: DFT, the ωB97M-V functional and the def2-TZVPD basis

CARTESIAN COORDINATES (ANGSTROEM)
1 S 1.562 -0.146 -0.082
2 P -1.408 0.216 0.145
3 N -1.412 -1.217 -0.338
4 C 0.086 1.039 -0.499
5 C 0.861 -1.566 0.263
6 H -1.546 0.565 1.571
7 H 0.016 1.179 -1.625
8 H 1.466 -2.109 0.833
9 H 0.375 2.039 -0.268

E_HOMO in eV: -8.50

Molecular formula: C10H12F18N3O16S6Zr
Method: DFT, the ωB97M-V functional and the def2-TZVPD basis

CARTESIAN COORDINATES (ANGSTROEM)
1 Zr 0.122 -0.253 0.084
2 S 2.846 0.658 2.299
3 S -1.224 -3.314 -0.719
4 S -1.945 2.586 -1.000
5 S -2.982 -1.572 0.284
6 S -0.761 2.856 1.340
7 S 2.845 1.461 -0.231
8 F 3.713 -1.597 0.798
9 F -4.122 -2.977 -1.768
10 F 4.543 3.597 0.378
11 F -1.398 4.386 -2.875
12 F -4.114 -0.928 -2.067
13 F 0.427 3.775 -1.743
14 F -0.106 -3.272 -3.065
15 F 2.912 4.219 -0.767
16 F -2.572 3.092 3.498
17 F -2.099 -2.236 -3.161
18 F 2.627 3.675 1.370
19 F 3.964 -1.894 2.812
20 F -3.499 2.450 1.682
21 F -1.885 -4.486 -3.052
22 F -3.054 4.548 1.983
23 F -5.438 -1.792 -0.632
24 F 5.204 -0.507 1.797
25 F -0.417 2.480 -3.237
26 O -0.284 0.068 -2.068
27 O -3.097 -0.144 0.544
28 O -0.026 2.255 2.460
29 O 1.942 1.561 -1.417
30 O 1.589 -1.534 -1.131
31 O -2.267 -4.154 -0.221
32 O -2.746 1.566 -1.724
33 O 0.120 -3.809 -0.399
34 O -0.354 4.200 0.935
35 O 1.045 -1.933 1.343
36 O -2.777 3.698 -0.515
37 O 4.068 0.750 -0.528
38 O -3.366 -2.406 1.395
39 O 2.044 0.277 3.439
40 O -0.816 -0.387 2.148
41 O 3.805 1.754 2.447
42 N -0.820 1.654 0.175
43 N -1.266 -1.796 -0.304
44 N 1.769 0.726 0.944
45 C 0.566 -2.300 2.635
46 C 3.250 3.353 0.211
47 C -1.356 -3.297 -2.662
48 C 1.841 -1.197 -2.567
49 C -2.598 3.296 2.181
50 C -0.731 3.385 -2.287
51 C -0.506 -1.361 3.152
52 C 4.011 -0.941 1.879
53 C -4.235 -1.858 -1.136
54 C 0.645 -0.385 -3.104
55 H 1.548 -2.721 1.124
56 H -1.479 -1.804 3.360
57 H 0.146 -1.014 -3.841
58 H 0.961 0.457 -3.721
59 H -0.143 -0.826 4.030
60 H 1.999 -2.053 -3.222
61 H 2.722 -0.562 -2.464
62 H 2.137 -2.312 -1.004
63 H -1.474 0.064 2.683
64 H -0.951 0.493 -2.612
65 H 0.064 -3.264 2.554
66 H 1.431 -2.453 3.281

Net charge: +1
E_HOMO in eV: -13.95

Molecular formula: C42H32CoF5P2S
Method: DFT, the ωB97M-V functional and the def2-TZVPD basis

CARTESIAN COORDINATES (ANGSTROEM)
1 Co 0.346 0.039 0.500
2 S 1.334 0.211 2.361
3 P 0.195 -1.867 -0.401
4 P 0.053 2.058 -0.172
5 F -1.269 1.842 6.427
6 F -0.291 2.172 3.944
7 F -0.176 -2.807 6.211
8 F -1.172 -0.653 7.636
9 F 0.785 -2.484 3.706
10 C 1.635 2.468 -1.050
11 C -1.106 -2.907 0.364
12 C -3.442 1.727 -3.220
13 C -1.235 -4.254 -0.030
14 C -0.986 -1.299 -4.833
15 C 2.444 -2.875 0.873
16 C -3.223 -4.461 1.336
17 C 0.335 -1.392 4.389
18 C -1.967 -1.568 -3.877
19 C 3.006 3.820 -2.535
20 C 1.703 -2.914 -0.315
21 C -2.215 2.241 -3.649
22 C 0.361 -1.367 -4.471
23 C -0.180 -1.566 5.669
24 C -0.736 0.783 5.783
25 C 3.322 -4.495 -1.223
26 C -1.167 2.411 -2.740
27 C -0.215 0.951 4.509
28 C -1.326 2.067 -1.387
29 C -1.536 5.537 1.464
30 C 2.701 1.557 -0.942
31 C 4.010 2.844 -2.516
32 C -1.601 -1.861 -2.555
33 C -3.079 -3.136 1.758
34 C -1.377 4.396 0.674
35 C -2.591 1.638 -0.950
36 C -0.570 5.873 2.413
37 C 3.646 -3.576 0.995
38 C -0.250 3.569 0.833
39 C 1.823 3.640 -1.808
40 C 0.378 -0.111 3.801
41 C 2.124 -3.780 -1.338
42 C 4.089 -4.374 -0.063
43 C 0.733 -1.644 -3.147
44 C -2.291 -5.027 0.456
45 C -3.625 1.430 -1.861
46 C -0.251 -1.851 -2.168
47 C 3.847 1.706 -1.725
48 C 0.554 5.062 2.579
49 C 0.716 3.927 1.787
50 C -1.999 -2.381 1.307
51 C -0.707 -0.478 6.379
52 H -1.100 0.051 0.444
53 H 4.620 0.936 -1.692
54 H -2.058 2.485 -4.703
55 H 3.156 4.721 -3.134
56 H 1.320 5.323 3.310
57 H 2.073 -2.300 1.725
58 H -3.025 -1.520 -4.156
59 H 1.618 3.322 1.898
60 H -3.796 -2.678 2.445
61 H -0.228 2.835 -3.088
62 H -0.506 -4.690 -0.713
63 H 4.211 -3.512 1.925
64 H 1.060 4.425 -1.819
65 H -2.424 6.154 1.329
66 H -4.063 -5.050 1.700
67 H -1.874 -1.367 1.700
68 H -2.373 -2.114 -1.824
69 H -2.752 1.431 0.115
70 H -4.244 1.543 -3.935
71 H -2.120 4.150 -0.084
72 H 1.789 -1.680 -2.873
73 H -1.261 -1.065 -5.870
74 H -2.394 -6.070 0.138
75 H 1.514 -3.922 -2.231
76 H 5.028 -4.917 0.025
77 H -4.558 0.998 -1.497
78 H -0.696 6.774 3.008
79 H 1.114 -1.221 -5.246
80 H 4.911 2.959 -3.116
81 H 2.647 0.724 -0.227
82 H 1.187 -0.424 -0.695
83 H 3.662 -5.141 -2.039

Net charge: +2
E_HOMO (alpha / beta) in eV: -13.67 / -13.93
Spin multiplicity: 5

Molecular formula: C4H12OS
Method: DFT, the ωB97M-V functional and the def2-TZVPD basis

CARTESIAN COORDINATES (ANGSTROEM)
1 S 1.158 -1.530 0.682
2 O -2.472 2.318 -5.090
3 C -0.531 -2.124 0.869
4 C -0.222 1.045 2.330
5 C 0.831 0.178 0.146
6 C 0.870 1.199 1.280
7 H 0.895 2.200 0.845
8 H -2.212 2.140 -4.181
9 H -0.138 0.142 -0.325
10 H -0.487 -3.114 1.311
11 H -2.317 1.490 -5.557
12 H -1.115 -1.515 1.557
13 H 1.569 0.458 -0.596
14 H -0.116 0.087 2.851
15 H -1.033 -2.189 -0.105
16 H 1.820 1.044 1.789
17 H -1.217 1.035 1.898
18 H -0.187 1.853 3.055

SMILES string: CCCSC.O
E_HOMO in eV: -8.57

Molecular formula: C2H6N2OS
Method: DFT, the ωB97M-V functional and the def2-TZVPD basis

CARTESIAN COORDINATES (ANGSTROEM)
1 S 2.348 -0.289 0.214
2 O 0.058 1.680 -0.374
3 N -1.280 -1.564 -0.062
4 N 0.937 -1.003 -0.236
5 C -0.603 0.801 0.587
6 C -0.385 -0.649 0.116
7 H -1.683 1.017 0.497
8 H -0.250 1.430 -1.240
9 H 2.343 0.793 -0.522
10 H 0.943 -1.933 -0.768
11 H -2.186 -1.191 0.202
12 H -0.243 0.908 1.587

SMILES string: [H]/N=C(\CO)NS
E_HOMO in eV: -8.93